23
Properties=species:S:1:pos:R:3 method="wB97M-V/def2-TZVPD" smiles="C[C@@H]1CN(c2nccs2)NC1=[NH2+]" charge=+1 de_lowest_ev=1.1380 homo_lumo_gap_ev=8.15 homo_energy_ev=-11.735
C -2.6024 -0.8760 0.8821
C -1.9017 -0.4043 -0.3284
C -0.4984 -0.9905 -0.5053
N 0.4561 0.0335 0.1752
C 1.8095 -0.1704 0.1038
N 2.3807 -1.3270 -0.0808
C 3.7530 -1.1638 -0.1802
C 4.2040 0.0729 0.0491
S 2.8901 1.1963 0.1006
N -0.2022 1.2245 -0.0028
C -1.4852 1.1042 -0.3038
N -2.2483 2.2150 -0.3412
H -2.0806 -0.5641 1.7984
H -2.5726 -1.9870 0.8226
H -3.5744 -0.3939 0.9746
H -2.4432 -0.4908 -1.3239
H -0.2386 -2.0190 -0.1880
H -0.3464 -0.9288 -1.5299
H 4.3802 -2.0605 -0.1170
H 5.1897 0.3724 0.1707
H 0.3395 2.0444 0.1392
H -3.2096 2.0510 -0.3278
H -1.9992 3.0620 0.0130